1.
Here is an isolated molecule of C5H8N2 from OMol25. Energies are from the ωB97M-V functional and the def2-TZVPD basis.

## Properties
2S+1	1
SMILES	Cc1ccn(C)n1
Kohn-Sham gap	9.88	eV
highest occupied orbital energy	-8.9	eV
E	-8292.9532	eV

```
15
C5H8N2 the ωB97M-V functional and the def2-TZVPD basis
C -2.42559 -0.47803 0.22457
C -0.98170 -0.16376 0.12975
C -0.71837 1.07524 -0.45066
C 0.67167 1.14826 -0.39788
N 1.11002 -0.04528 0.11185
C 2.47054 -0.56950 0.11681
N 0.09433 -0.87656 0.42282
H -2.87241 0.23960 -0.68078
H -2.95139 0.04416 1.02111
H -2.54868 -1.57459 0.39262
H -1.71346 1.44985 -0.84940
H 1.41979 1.88552 -0.66531
H 3.17049 0.20546 0.43876
H 2.76331 -0.92978 -0.87730
H 2.51800 -1.40975 0.81492
```

2.
Here is a structure of composition C8H8F13N3O4SSi2 from OMol25. Energies are from the ωB97M-V functional and the def2-TZVPD basis.

## Properties
2S+1	1
Kohn-Sham gap	7.85	eV
highest occupied orbital energy	-11.0	eV
E	-82996.1229	eV

```
39
C8H8F13N3O4SSi2 the ωB97M-V functional and the def2-TZVPD basis
N 0.82417 5.57734 1.67933
C 0.66597 4.32021 2.03666
O 0.50578 2.86765 2.21686
Si -0.21147 2.26353 0.73110
C 1.15883 1.77216 -0.58861
C 1.91744 0.43152 -0.00743
C 2.28626 -0.68264 -1.20243
F 2.51281 0.17892 -2.42591
F 3.60744 -1.20851 -0.84877
C 1.07842 -1.71146 -1.49924
F 0.74783 -1.51964 -2.96679
F -0.13140 -1.10290 -0.81944
C 1.24608 -3.28809 -1.25307
F 2.61030 -3.86359 -1.23786
F 0.62936 -3.95802 -2.47237
C 0.42341 -3.98816 -0.02675
F 0.50572 -5.47123 -0.33848
F -1.06753 -3.73982 -0.05853
S 1.09916 -3.81081 1.68704
F 0.03491 -5.10395 2.18597
F -0.20660 -2.72874 2.05637
F 2.16554 -2.53863 1.33207
F 2.31551 -5.04417 1.43951
F 1.64953 -3.73219 3.31758
O -1.19791 3.56034 0.01626
Si -2.89379 3.10735 -0.06277
N -3.86254 3.66215 1.39372
O -3.19500 1.40802 -0.40781
N -3.60985 4.05003 -1.46500
C -2.87434 3.61905 -2.57542
O -2.54018 3.03202 -3.74578
H -0.98924 1.01901 0.94625
H 1.92100 2.66836 -0.60899
H 0.56838 1.61014 -1.58544
H 1.40942 -0.05448 0.92784
H 2.98423 0.81254 0.37101
H -4.89029 3.46619 1.23668
H -3.52047 3.16463 2.26236
H -3.67690 0.95586 0.36028
```

3.
Here is a structure of composition C14H19MnNO8S from OMol25. Energies are from the ωB97M-V functional and the def2-TZVPD basis.

## Properties
⟨S²⟩	0.848
2S+1	2
Kohn-Sham gap (spin up / spin down)	7.88 / 7.31	eV
highest occupied orbital energy (spin up / spin down)	-7.8 / -7.2	eV
E	-74852.4084	eV

```
44
C14H19MnNO8S the ωB97M-V functional and the def2-TZVPD basis
Mn 0.23654 -0.42791 0.19141
O -3.57299 -0.75505 1.43060
C -2.37733 -0.27769 1.11805
O -1.91627 -0.33645 -0.00392
C -1.70913 0.44829 2.26734
O -0.30768 0.44005 2.12113
C 0.35030 -0.49050 3.01580
C 0.05990 -1.92733 2.57708
O -0.04250 -2.81164 3.40639
O -0.02656 -2.04274 1.29497
H -3.94796 -1.16860 0.63680
H -2.05301 1.48560 2.21325
H -2.03626 0.02390 3.21702
H 1.41155 -0.28354 2.89403
H 0.03601 -0.30426 4.04162
N 0.80019 -1.71603 -1.36497
C 2.14014 -1.58651 -1.97719
C 3.18994 -1.27498 -0.92608
C 2.92747 0.10684 -0.33242
O 3.50507 1.08115 -0.79974
O 2.06420 0.13147 0.62778
H 0.74765 -2.58835 -0.84030
H 0.11111 -1.78979 -2.10713
H 2.09714 -0.77354 -2.70592
H 2.40593 -2.49686 -2.52196
H 4.17338 -1.27938 -1.39584
H 3.16537 -2.03059 -0.13797
C 1.26349 2.73802 -2.82974
S 0.12414 1.42003 -2.46635
O 0.27370 1.28330 -0.97613
C -1.41940 2.26440 -2.73323
C -2.15869 1.98779 -3.87125
C -3.37155 2.63737 -4.06194
C -3.83237 3.53443 -3.11025
C -3.08826 3.78831 -1.96310
C -1.87369 3.15126 -1.76737
H 1.00013 3.59574 -2.21297
H 1.21215 2.97867 -3.89147
H 2.24878 2.36138 -2.54604
H -1.79524 1.27169 -4.59854
H -3.95876 2.43400 -4.94741
H -4.78063 4.03439 -3.25758
H -3.45772 4.48351 -1.22076
H -1.28585 3.31248 -0.87188
```

4.
Here is a structure of composition C26H44BrCdNOP2 from OMol25. Energies are from the ωB97M-V functional and the def2-TZVPD basis.

## Properties
2S+1	1
charge	+2
Kohn-Sham gap	5.59	eV
highest occupied orbital energy	-12.8	eV
E	-124382.9618	eV

```
76
C26H44BrCdNOP2 the ωB97M-V functional and the def2-TZVPD basis
N -4.71765 -1.08330 2.97980
C -3.82074 -0.20610 3.44451
C -3.42146 0.90927 2.70032
C -3.99658 1.11120 1.42196
C -4.89049 0.13766 0.91421
C -5.23710 -0.92214 1.76176
C -3.54253 2.22500 0.63865
Cd 0.64101 -0.13924 -0.75167
P 2.79090 0.60342 -1.75805
C -3.70181 2.34645 -0.71129
C -2.59720 2.81454 -1.51069
C -2.46150 2.36501 -2.83967
C -1.27871 2.58824 -3.53851
C -0.26975 3.34630 -2.93423
C -0.38219 3.82831 -1.62697
C -1.54611 3.56048 -0.91353
Br 1.16168 4.02317 -4.04574
H -3.01956 2.99334 1.20910
H -4.56680 1.91883 -1.22438
H -2.68384 1.60701 3.09909
H -5.31055 0.22081 -0.08560
H -3.40908 -0.36555 4.44428
H -5.97367 -1.66335 1.43585
H -3.28469 1.79246 -3.26701
H -1.64910 3.89947 0.11957
H -1.14348 2.17749 -4.53579
H 0.44028 4.39095 -1.18791
P -0.38776 -2.50494 -0.72075
C 3.19691 2.20818 -0.95912
C 3.88573 3.27725 -1.79840
H 3.81288 1.96894 -0.07557
H 2.24493 2.61816 -0.57774
H 4.13932 4.12448 -1.14547
H 4.81180 2.92663 -2.26914
H 3.21494 3.66052 -2.57886
C 2.32601 0.85140 -3.51431
C 3.45487 0.88429 -4.53789
H 1.74574 1.79326 -3.56598
H 1.61848 0.04586 -3.77844
H 3.03446 1.15820 -5.51476
H 4.23060 1.62290 -4.29550
H 3.92760 -0.10086 -4.64730
C 4.30137 -0.43515 -1.77412
C 5.65462 0.27207 -1.80573
H 4.22512 -1.13323 -2.62023
H 4.23881 -1.04172 -0.85817
H 6.44279 -0.48686 -1.72114
H 5.83685 0.81707 -2.74140
H 5.77824 0.96839 -0.96688
C 0.54177 -3.87816 0.10319
C 2.06265 -3.76885 -0.01636
H 0.19842 -4.82207 -0.35289
H 0.23925 -3.90154 1.15995
H 2.52855 -4.62931 0.48285
H 2.39124 -3.77474 -1.06439
H 2.44949 -2.86035 0.46562
C -0.47226 -3.15752 -2.43993
C -1.23156 -2.24890 -3.40951
H -0.95562 -4.14773 -2.39112
H 0.56349 -3.31649 -2.77679
H -1.05222 -2.58502 -4.43748
H -2.31239 -2.29212 -3.22846
H -0.91682 -1.19842 -3.34510
C -2.13899 -2.78944 -0.19506
C -2.36780 -3.03654 1.29346
H -2.54288 -3.63017 -0.78614
H -2.68947 -1.88749 -0.51251
H -3.43218 -3.23583 1.47034
H -1.80453 -3.90027 1.66435
H -2.10316 -2.15674 1.89363
C 0.55320 -0.73598 2.75298
O 1.04765 -0.00286 1.61662
H -0.52175 -0.54982 2.90000
H 1.10508 -0.47284 3.66795
H 0.67687 -1.80870 2.54424
H 1.46371 0.82270 1.91631
```

5.
Here is a structure of composition C30H29Cl6LaNO5S2Se2 from OMol25. Energies are from the ωB97M-V functional and the def2-TZVPD basis.

## Properties
2S+1	1
charge	-1
Kohn-Sham gap	6.53	eV
highest occupied orbital energy	-4.5	eV
E	-271670.8931	eV

```
76
C30H29Cl6LaNO5S2Se2 the ωB97M-V functional and the def2-TZVPD basis
La -1.24492 10.65046 19.19214
O 1.19743 9.99228 19.23395
C 1.66219 8.64728 19.50392
C 1.03131 7.59699 18.53498
C 2.13278 6.49862 18.47463
O 1.91645 5.34051 17.74503
C -0.27742 6.93372 19.01455
Se -1.27506 7.89251 20.45712
C 0.80048 8.04798 17.09137
Se -0.78888 9.10146 16.57780
H 1.59908 10.57060 19.91659
H 1.37713 8.36638 20.52767
H 2.74457 8.67138 19.29455
H 2.31036 6.21696 19.52610
H 3.10336 6.92699 18.11553
H 1.14347 4.86527 18.05918
H -0.07323 5.96254 19.49589
H -0.97306 6.76219 18.20936
H 0.79627 7.12592 16.49197
H 1.68776 8.53389 16.75234
Cl -1.84881 14.93634 19.86339
C -3.09639 13.91141 20.50665
C -2.88295 12.54008 20.49408
C -3.87269 11.80662 21.13217
Cl -3.59723 10.08468 21.33899
C -5.04618 12.31320 21.64421
Cl -6.27210 11.29848 22.27177
C -5.21630 13.69516 21.64075
Cl -6.68567 14.43216 22.18360
C -4.24588 14.47304 21.04868
Cl -4.54504 16.15455 20.85515
Cl -0.11612 11.36414 22.31219
C 0.32863 13.07802 22.00040
C 0.94657 13.22415 20.62034
O 1.65169 14.20883 20.40381
O 0.64631 12.31192 19.77004
H 0.98079 13.44299 22.83503
H -0.62041 13.62477 22.05307
O -1.67918 12.51893 17.49285
S -1.38067 13.92735 16.95868
C -1.43446 13.81388 15.10835
C -2.90705 13.82279 14.65638
C -3.49273 12.80205 13.93465
C -4.87251 12.77490 13.60936
C -5.67542 13.80953 14.00600
C -5.10221 14.87457 14.71852
C -3.77026 14.87016 15.04825
C 0.42531 14.15575 17.23401
C 1.19266 13.30440 16.29672
C 1.63096 13.82808 15.07138
C 2.33600 13.06399 14.15933
C 2.50248 11.70087 14.38155
C 2.03411 11.16920 15.53529
C 1.36066 11.92936 16.49980
H -0.92297 12.88750 14.82961
H -0.96020 14.74123 14.72142
H -2.87778 11.98589 13.54925
H -5.28753 11.91688 13.06646
H -6.73321 13.76506 13.84459
H -5.76712 15.65625 15.07140
H -3.35964 15.69672 15.62105
H 0.64285 13.95074 18.28089
H 0.54481 15.21861 17.07129
H 1.47313 14.90131 14.91501
H 2.77349 13.51387 13.29422
H 2.97285 11.13501 13.58499
H 2.15696 10.11679 15.73533
H 1.07202 11.34775 17.36975
S -5.48126 10.49846 16.14094
C -5.24069 8.95713 16.90543
C -4.18533 9.05362 17.72715
N -3.62701 10.29272 17.83585
C -4.22788 11.17351 17.04041
H -5.76394 8.12151 16.57242
H -3.71481 8.19528 18.29134
H -3.99521 12.22176 16.84893
```

6.
Here is a cluster of 2 separate species, C9H16NO in total from OMol25. Energies are from the ωB97M-V functional and the def2-TZVPD basis.

## Properties
2S+1	1
charge	+1
Kohn-Sham gap	9.07	eV
highest occupied orbital energy	-12.1	eV
E	-13123.7700	eV

```
27
C9H16NO the ωB97M-V functional and the def2-TZVPD basis
C -0.14452 -0.07739 2.75432
C -1.10102 0.80066 3.56045
N 1.17187 0.61238 2.53413
H 0.04860 -0.95609 3.34952
H -0.58979 -0.35307 1.81161
H -1.17831 1.80208 3.13917
H -0.84369 0.81203 4.61337
H 1.19844 1.54365 2.94040
H 1.94293 0.07084 2.92106
H 1.42620 0.67694 1.50056
H -2.08309 0.33732 3.48395
C -1.42578 -1.75491 -3.48161
C 1.04034 0.67764 -0.94520
C 0.95437 -0.68117 -0.71070
C 0.39520 1.25440 -2.02183
C 0.18119 -1.46360 -1.55362
C -0.43738 0.45817 -2.79235
C -0.62211 -0.90168 -2.54772
O 1.57434 1.48339 0.09502
H 1.50966 -1.17706 0.07714
H 2.29551 2.00695 -0.28082
H 0.49442 2.30618 -2.25564
H 0.07113 -2.52592 -1.37666
H -1.08828 0.91755 -3.52062
H -2.14435 -1.16744 -4.05246
H -1.89038 -2.59571 -2.97551
H -0.75549 -2.10615 -4.26595
```

no.,molecular weight (g mol⁻¹)
1,96.13
2,545.38
3,416.31
4,640.91
5,1057.24
6,154.23